Formula: C3H10N3O2
Source: the Open Molecules 2025 dataset
Level of theory: ωB97M-V/def2-TZVPD

The geometry in XYZ format:
```
18
Properties=species:S:1:pos:R:3:forces:R:3
C -3.1928 0.9820 0.0945 -0.7 0.8 0.0
C -1.0482 0.0592 0.0630 1.7 -0.6 0.5
H -4.1255 0.5838 0.4911 0.2 0.0 0.0
N 1.2799 -1.0406 0.4653 -1.2 -0.1 0.0
H 1.6545 -1.6758 -0.2470 -0.2 0.3 -0.1
O -0.6532 -2.1721 -0.3108 -0.1 0.1 -0.4
H 2.2431 0.3550 1.4558 0.0 -0.2 -0.1
H -3.3802 1.4343 -0.8802 0.1 -0.1 0.1
C 2.7883 0.5198 -0.5656 0.0 -0.1 -0.3
H -0.6237 1.0450 0.2509 0.0 -0.1 0.0
H 3.5672 -0.2269 -0.7421 0.0 0.0 0.0
O -2.3130 -0.1322 -0.0505 0.6 -0.8 -0.2
N -0.1907 -0.9348 0.0236 -0.3 -0.2 0.1
H 2.2046 0.6461 -1.4784 0.1 0.0 0.0
H 3.2625 1.4655 -0.3224 0.0 0.0 0.0
H -0.5948 -2.7823 0.4476 0.1 0.4 0.2
H -2.7846 1.7260 0.7806 0.0 -0.1 0.0
N 1.9067 0.1479 0.5245 -0.1 0.6 0.2
```
Positions in Å, forces in eV/Å.

As for the LUMO energy: -3.5 eV. As for the SMILES: CNN/[N+](O)=C/OC. The calculated total energy is -11827.5569 eV. The value obtained for the orbital gap is 10.27 eV. As for the net charge: +1.